# 1
C24H65InNO24P6 | the ωB97M-V functional and the def2-TZVPD basis

Geometry as ORCA input:
```
! wB97M-V def2-TZVPD RIJCOSX def2/J DEFGRID3
* xyz -1 1
H 0.172 -5.155 5.591
H 3.015 0.295 1.464
O 7.282 -8.112 4.778
H 0.581 7.592 8.924
H -5.081 7.925 -11.558
H 1.041 -4.845 4.082
H -0.068 -1.448 -2.087
O -1.409 6.040 5.128
H -2.897 3.982 -14.618
C -0.215 5.251 4.862
C -7.173 3.903 -12.808
C -3.630 4.586 -14.089
H 1.296 -1.201 -3.133
O -4.239 2.653 -6.294
In 0.265 0.310 1.622
P 2.589 -3.591 6.924
H 0.874 1.370 -2.761
P -4.829 4.475 -11.727
O -1.614 4.896 7.167
H 2.070 0.859 4.358
H 4.150 -5.888 7.289
H -2.659 -0.595 0.235
P -0.296 1.204 -0.673
C 1.473 -3.329 1.515
C -1.345 5.060 -6.654
H 3.722 0.654 3.856
H 0.554 -3.483 5.103
O -1.133 7.131 7.902
H -5.455 6.691 -10.334
H -0.216 -0.513 -3.623
H 1.811 0.426 -1.596
H 0.644 -5.395 9.274
O 2.169 -4.642 5.775
H -5.463 4.556 -4.709
H 0.661 7.928 7.187
H -6.929 2.889 -13.126
O -4.331 4.351 -10.358
H 3.556 -3.631 1.132
H -0.552 -2.192 0.756
H -3.920 2.675 -8.363
H -6.962 4.606 -13.618
O -3.591 4.200 -12.700
H 2.352 -4.999 9.534
H 0.093 5.435 3.839
O 1.113 -4.099 0.677
H 0.596 5.525 5.536
H 4.580 -5.543 5.598
H 2.687 -0.742 3.816
C 4.346 -10.608 3.760
H 1.869 -6.046 8.169
O -1.403 3.819 -5.929
H -5.592 2.891 -7.825
C -0.338 -1.846 1.768
H -3.361 5.635 -14.180
H -2.550 3.443 8.236
C 0.910 -4.511 5.107
H 2.468 1.812 2.116
C 6.323 -8.832 1.371
H -3.691 -0.477 -1.214
O 4.548 -9.226 3.418
C -4.556 3.144 -7.616
H 0.762 6.247 7.782
H -0.440 4.196 4.971
C 0.393 -0.715 -2.743
C -5.574 6.972 -11.380
O 5.428 -7.066 3.777
H -1.289 -1.923 2.298
O 4.154 -3.855 6.738
H 8.977 -9.060 4.046
H 7.954 -10.089 5.070
H 3.484 -10.962 3.201
N -1.162 2.627 2.793
C -2.665 -0.407 -0.839
H -2.628 1.659 -0.423
H 7.196 -8.710 0.733
C 4.672 -5.199 6.625
O -3.434 4.512 -5.127
H -1.539 5.885 -5.974
C 1.587 -5.181 8.777
C 8.338 -9.081 4.927
H -2.346 1.342 -2.111
H -2.060 5.090 -7.475
P -1.820 6.403 6.610
H -8.231 3.951 -12.567
C 2.913 -2.969 1.702
O -1.070 1.350 3.002
C 0.818 0.574 -2.018
H 5.697 -7.943 1.307
H 5.726 -5.179 6.895
H -3.219 5.072 8.483
O 1.394 -4.020 7.958
H 5.761 -9.703 1.034
C -2.091 0.996 -1.106
H 8.924 -8.801 5.799
H -4.441 4.228 -7.669
C -4.505 4.485 -4.189
H -2.082 -1.187 -1.321
O 6.799 -9.037 2.703
O -0.120 3.175 2.514
C -2.304 4.497 8.344
H 5.217 -11.212 3.487
H 3.167 -2.992 2.761
O 2.346 -2.187 6.612
O -6.439 4.253 -11.619
O -3.212 6.854 6.604
C 2.695 0.331 3.639
O 0.638 -2.756 2.385
C 2.341 0.732 2.206
P -2.805 3.086 -5.638
P 5.920 -8.447 3.941
H -1.658 4.618 9.217
H 3.080 -1.951 1.349
O -4.973 6.011 -12.247
H -6.634 7.076 -11.614
C 0.300 7.226 7.940
O -2.565 2.129 -4.561
H -4.394 5.352 -3.540
H -0.340 5.159 -7.057
H -4.482 3.578 -3.585
H 4.142 -10.717 4.826
H -4.610 4.422 -14.532
*
```

Values from the calculation:
E_tot = -137480.02396 eV
E_HOMO = -3.015 eV
E_LUMO = 0.08 eV



# 2
C24H65N5O9 | the ωB97M-V functional and the def2-TZVPD basis

Geometry as ORCA input:
```
! wB97M-V def2-TZVPD RIJCOSX def2/J DEFGRID3
* xyz 0 1
C 1.942 -1.768 1.355
H -0.497 5.201 0.021
H 3.043 1.295 -2.409
H -1.753 -1.503 2.507
H 1.063 0.214 -3.894
N -1.187 -0.706 4.960
C -0.368 1.428 4.060
H -6.340 -2.015 -1.772
H -1.152 -1.315 -2.646
C -4.188 -0.692 -1.110
C 5.299 1.034 -3.559
H -6.468 -1.578 -3.541
H -2.254 -3.153 2.213
H -2.129 -0.104 5.157
H 5.897 -0.911 -3.906
H -1.917 5.593 -0.914
H 0.927 0.017 5.081
H -4.364 2.594 1.286
H 1.816 1.694 -5.146
H -1.497 6.359 0.528
H -3.250 -1.102 -1.186
C -0.990 -1.820 5.897
H 1.116 3.133 2.740
H 2.689 -2.518 -0.321
H -1.467 2.810 0.197
H 1.549 -2.862 -2.399
H -0.079 -2.260 5.484
H 1.694 -2.719 1.650
H 4.581 -0.078 2.679
C 8.629 -0.331 -4.646
N 0.610 -2.092 -0.626
H -2.102 -3.468 6.638
C 0.156 1.973 -2.199
H 1.257 -1.117 1.765
H 8.636 0.040 -5.624
H 5.509 0.865 -2.476
H -0.003 1.150 3.013
C -1.487 -2.243 -4.788
C -4.107 0.795 -0.810
H -0.714 1.307 -2.382
N 3.970 0.607 -3.952
H 3.096 0.423 2.839
H 1.088 4.670 4.003
H 3.880 0.407 0.940
H 8.612 -1.508 -4.620
H -4.506 -3.745 4.510
C -0.583 -2.333 -2.662
C -3.381 -4.210 4.518
H -2.739 3.356 -0.759
H -2.527 0.714 0.296
H 3.464 2.609 -3.305
C -2.426 3.256 0.310
O 3.245 -1.535 1.947
H -1.429 -2.305 -5.790
H -5.109 1.116 -0.690
H -3.245 -5.009 5.199
H 6.267 0.123 -5.285
C 3.597 -0.149 2.104
O -0.870 0.109 0.547
H -1.915 -1.196 -4.480
C 0.606 3.693 3.573
C -6.105 -1.166 -2.414
H -3.527 -4.655 3.509
C -1.470 5.350 0.131
H -0.285 4.149 3.132
C 2.968 1.514 -3.272
C -3.298 2.226 1.115
H -0.286 0.825 6.162
O 7.630 0.171 -3.826
H 5.752 2.055 -3.789
H 2.377 -0.813 -0.558
N -1.775 -2.254 1.862
H -0.887 -1.531 6.879
C 2.012 -1.763 -0.105
H 1.169 -1.297 -2.578
N -3.451 0.942 0.525
O -2.482 -3.158 4.545
H -6.829 -0.416 -2.148
H -2.878 2.028 2.002
H -2.149 -1.896 1.170
H -1.349 -3.106 -2.444
C 0.794 -2.130 -2.096
H -4.738 -1.192 -0.322
H -3.664 1.511 -1.640
O 0.405 2.586 4.521
O -2.230 4.440 0.994
H -0.182 2.742 -1.686
H 4.039 0.956 -5.025
O 0.720 2.312 -3.417
O -0.332 -2.525 -4.025
C -2.239 -2.724 5.880
C 1.593 1.390 -4.009
H 0.703 1.382 -1.502
H -2.421 -2.808 -4.535
H 0.167 -1.104 -0.340
C 6.281 -0.051 -4.269
H -1.290 1.916 3.999
H -3.220 -2.147 6.280
O -4.779 -0.889 -2.434
H -0.703 0.865 1.081
C -0.160 0.380 5.139
H -0.675 -2.451 1.648
H 9.594 0.101 -4.262
*
```

Values from the calculation:
E_tot = -51802.40192 eV
Energy above the lowest of the compared OMol25 structures with the same formula, charge and spin = 0.0 kJ/mol
E_HOMO = -7.929 eV
E_LUMO = 0.01 eV



# 3
C24H66B3NO11P2S | the ωB97M-V functional and the def2-TZVPD basis

Geometry as ORCA input:
```
! wB97M-V def2-TZVPD RIJCOSX def2/J DEFGRID3
* xyz 0 1
H -4.790 4.509 -1.260
H 2.612 -10.441 -7.476
C -2.195 5.178 -1.799
H 3.282 2.961 5.760
H -2.107 -5.961 -3.095
H 4.357 4.864 3.607
C -2.386 6.084 4.330
H 4.058 -9.159 -6.357
C 4.771 -8.122 -8.117
H -2.686 5.213 4.913
O -3.138 -2.229 -0.911
H -4.471 5.196 -4.235
C -1.054 5.820 3.650
H 4.711 6.635 6.804
H -2.010 -8.391 -3.528
H 1.785 -5.144 -3.951
H -0.355 -8.473 -2.934
H 0.861 -7.930 -7.685
H -0.838 -2.846 3.564
H 0.962 -0.329 5.546
C 0.072 -0.860 5.205
C 1.829 -8.427 -7.757
C 1.796 -6.155 -3.544
C -4.830 5.410 -3.227
H -1.040 -2.643 5.779
H -1.545 -3.355 -2.005
H -0.806 -6.331 -4.214
H 5.149 4.939 6.709
H 4.495 -7.482 -6.089
C 4.017 -8.157 -6.799
H 1.358 -6.819 -4.290
H 2.832 -6.462 -3.403
H 1.092 -7.214 -1.794
H -2.338 6.936 5.009
C 0.635 8.097 4.527
C -0.710 -1.838 3.154
H -0.074 8.782 2.620
H 1.305 -10.002 -6.377
H -1.805 6.456 -0.112
H 5.807 -8.421 -7.961
B -1.836 -2.519 -1.225
H 5.850 7.091 4.637
C 6.079 6.193 5.211
H 0.795 9.103 4.917
H 1.537 -5.542 -1.503
O -2.408 -0.132 -0.104
O -0.288 -5.750 -2.294
O -4.944 1.383 -0.500
H 4.758 -7.116 -8.537
H -5.917 5.476 -3.250
H 6.964 6.383 5.818
H -3.159 6.289 3.588
H -2.256 6.000 -2.520
H 0.333 7.463 5.361
H -0.768 -0.164 5.309
H 0.265 1.496 0.562
C 3.677 4.613 4.430
H -0.285 5.578 4.393
H 0.958 -10.369 -8.075
H 3.895 2.489 4.167
H 2.668 4.629 4.017
B -3.393 -0.950 -0.575
C -2.039 -1.101 3.123
O 3.688 5.632 5.413
O -0.812 -1.780 -0.670
O 0.316 -1.146 3.840
C 1.053 -6.205 -2.221
H 2.162 -8.319 -8.796
H -2.463 -0.973 4.119
C -1.296 -7.930 -2.845
H -1.915 -0.110 2.685
H 0.706 -2.765 5.994
H -1.661 -8.055 -1.825
B -1.135 -0.495 -0.473
H -4.444 6.387 -2.936
O -5.740 -0.352 -2.173
H 1.707 1.027 -2.210
C -0.407 8.124 3.423
H -1.146 4.950 2.999
C -1.139 -6.456 -3.177
O -0.617 6.867 2.804
C -4.399 4.318 -2.265
O 2.678 -7.706 -6.884
N 1.543 0.512 -1.350
H -1.172 4.803 -1.838
H -0.332 -1.963 2.138
C 1.671 -9.896 -7.399
P 0.152 0.949 -0.736
H -0.583 1.878 -1.500
S -6.317 -0.915 0.641
P -5.161 -0.185 -0.700
H -4.132 1.643 -0.983
C 3.982 3.225 4.966
C -2.502 5.668 -0.396
H 6.326 5.398 4.507
H 1.583 7.715 4.147
H -0.266 -1.795 7.113
H 4.339 -8.800 -8.855
O -3.000 4.087 -2.219
H -2.765 -1.657 2.527
H -1.354 8.534 3.794
H -4.825 3.366 -2.587
H -2.409 4.852 0.323
C -0.146 -2.090 6.070
H 4.991 3.154 5.372
H -5.246 0.177 -2.834
C 4.908 5.822 6.105
H -3.511 6.072 -0.313
*
```

Values from the calculation:
E_tot = -81417.58349 eV
E_HOMO = -8.498 eV
SMILES string = N=[PH2]B1OBOB(P(O)(O)=S)O1.CCOCC.CCOCC.CCOCC.CCOCC.CCOCC.CCOCC
E_LUMO = -0.26 eV



# 4
C24H66F3O12Y | the ωB97M-V functional and the def2-TZVPD basis

Geometry as ORCA input:
```
! wB97M-V def2-TZVPD RIJCOSX def2/J DEFGRID3
* xyz 1 2
H -3.250 -4.571 3.684
H 1.472 -5.942 1.475
H -2.756 -1.829 0.344
O 2.671 -1.314 0.398
H -1.558 4.986 2.167
H 1.949 5.886 -0.153
C -3.797 2.506 2.199
C -4.125 -3.511 -2.108
O 0.480 -1.292 0.288
H -0.926 -0.039 1.243
H -4.852 2.385 2.444
H 4.816 5.165 0.653
H 2.517 4.888 1.171
F 2.610 1.445 -1.082
H -4.325 -1.059 4.408
O 1.769 -3.931 1.256
H -3.521 0.863 3.087
H 0.366 -5.584 3.595
C 0.600 -0.931 3.840
O 4.364 7.015 0.358
H -4.931 -3.565 3.671
H 2.430 -0.139 3.099
C -0.201 3.237 1.958
C 2.730 5.187 0.145
C -3.698 -1.824 3.950
C -0.605 2.245 -5.689
H -3.139 -3.091 -2.308
H 0.131 -1.484 4.654
H -4.524 3.165 0.386
H 2.441 -0.110 4.717
H -0.016 -5.120 1.280
H 1.608 0.200 1.204
O -4.609 -5.758 -3.012
H 0.470 3.303 -4.006
C 1.522 0.727 -0.846
H 0.668 -5.290 -3.607
O -3.220 -4.117 4.529
C -0.492 4.757 2.166
H 0.468 -1.400 2.865
C 1.573 -0.419 0.307
H 4.472 6.926 1.307
H -4.789 -3.017 5.346
O -0.554 2.667 3.154
C -4.249 -3.136 4.406
C 0.982 -4.994 1.700
H 2.796 -3.048 -2.612
Y 4.001 -3.305 0.132
H -1.447 -2.553 1.377
C 0.526 2.348 -4.530
H 1.754 -4.705 3.575
C -0.851 -0.720 0.395
C -4.674 -4.376 -3.307
H -0.250 2.869 -6.509
H -2.747 2.699 0.331
H -2.116 1.831 -4.799
H 0.498 -3.433 -1.940
C -1.688 -2.010 0.463
H 0.171 -3.771 3.294
H -4.045 1.551 0.173
H -5.746 -4.192 -3.384
H 0.149 5.305 1.476
O -1.797 2.674 -5.129
H -0.003 5.132 3.065
H -5.112 -6.239 -3.674
H 2.492 4.332 -0.488
H 2.979 4.436 -3.721
H -1.463 2.422 2.962
H 3.740 3.088 -4.577
C 4.107 5.674 -0.001
H 0.166 0.068 3.804
H 1.520 2.494 -4.952
O 2.847 -1.967 3.991
H 1.212 -4.902 -1.214
C -3.748 2.463 0.692
H 1.200 -3.222 0.948
H -0.641 1.221 -6.061
O -2.935 1.526 2.715
H 2.386 -2.472 4.664
C 5.173 4.399 -3.630
C 1.480 -4.600 -3.377
H 0.848 3.116 1.687
F 1.428 0.187 -2.033
H 1.330 -3.793 -4.094
H -1.401 -2.659 -0.365
C 0.757 -4.676 3.135
H 0.383 1.614 -3.737
C 1.331 -4.135 -1.979
H 4.678 5.519 -0.916
C 2.077 -0.761 3.921
H -1.256 -0.268 -0.511
H -3.713 -1.736 2.863
H 5.342 5.203 -2.914
F 0.575 1.656 -0.824
H 3.623 3.145 -2.806
O 2.550 -3.419 -1.762
H 2.436 -5.053 -3.637
H -4.644 -2.553 -2.114
H -0.827 2.806 1.176
H -4.226 -4.006 -1.142
H 4.832 5.035 -5.386
C 3.814 3.735 -3.702
H -2.713 -1.648 4.383
O 5.644 4.782 -4.942
H 5.871 3.577 -3.468
H -3.320 3.362 2.676
H -4.327 -4.133 -4.311
*
```

Values from the calculation:
E_tot = -59710.15727 eV
E_HOMO (spin up / spin down) = -9.992 / -11.363 eV
E_LUMO (spin up / spin down) = -3.92 / -4.15 eV



Among the records above, which one has the lowest E_tot?
C24H65InNO24P6



Among the records above, which one has the highest E_tot?
C24H65N5O9